# 1
This record from the Open Molecules 2025 dataset describes an isolated ion of composition C6H8N2 and charge +2 in a non-equilibrium geometry. The level of theory is ωB97M-V/def2-TZVPD.

```
16
Properties=species:S:1:pos:R:3:forces:R:3
C -0.446994 -1.051599 -0.959310 0.84 -1.44 0.43
C -0.564312 -2.405708 -0.864104 -1.03 2.63 -0.32
C 0.169418 0.219786 -0.879511 -1.66 -2.56 1.05
C -1.645440 -1.935495 1.294145 1.21 -2.88 -4.01
C -1.485708 -2.705225 0.260807 1.51 -2.42 0.15
C 1.273495 2.398977 -0.832867 -0.15 2.50 -0.43
N -0.771639 -0.142786 0.078584 -3.36 1.53 0.41
N 1.052289 1.017730 -1.186973 -0.21 2.36 -0.36
H -2.073353 -1.431244 2.044097 -1.51 1.89 2.84
H -0.228760 -3.142906 -1.567769 0.14 -0.20 -0.08
H -1.621867 -3.897420 0.175811 -0.57 2.40 1.11
H -1.778027 0.341123 0.154418 2.51 -0.90 -0.38
H 1.333288 3.142379 -1.673135 0.43 -1.57 -0.20
H 2.193595 2.419577 -0.309174 0.85 0.31 0.69
H 0.491001 2.943072 -0.325889 -0.53 -0.94 0.98
H 1.657646 0.679517 -1.867815 1.54 -0.71 -1.88
```
Positions in Å, forces in eV/Å.

Summary:
HOMO in hartree: -0.706
Energy relative to the best compared isomer or geometry (same formula, charge and spin) in kcal/mol: 45.9
2S+1: 1
DFT total energy in eV: -9306.2920
Kohn-Sham gap in Ha: 0.293
E_LUMO in Eh: -0.4130
Charge: +2

How is the electron density shared among the atoms? According to Löwdin, the charges in e are: number 1, C, carries -0.062; number 2, C, carries 0.086; number 3, C, carries -0.113; number 4, C, carries 0.422; number 5, C, carries -0.009; number 6, C, carries 0.039; number 7, N, carries 0.192; number 8, N, carries 0.169; number 9, H, carries 0.079; number 10, H, carries 0.142; number 11, H, carries 0.250; number 12, H, carries 0.254; number 13, H, carries 0.148; number 14, H, carries 0.108; number 15, H, carries 0.113; number 16, H, carries 0.182

# 2
This record from the Open Molecules 2025 dataset describes a 3-piece molecular cluster, C7H15O3 overall in a non-equilibrium geometry. The level of theory is ωB97M-V/def2-TZVPD.

```
25
Properties=species:S:1:pos:R:3:forces:R:3
C 1.255278 0.080502 -0.986771 -0.22 1.35 -1.07
O 2.113343 1.132714 -1.150227 0.82 2.06 0.86
C -0.200432 0.633530 -0.779530 0.23 -2.92 1.22
C -1.140048 -0.636610 -0.833659 -3.65 0.54 0.33
C -0.653909 -1.878610 -0.114116 2.08 0.72 -5.31
C -0.030719 -2.779922 -0.895609 -1.47 0.91 0.09
C -0.628201 -1.123794 2.182841 0.92 2.18 1.31
C -0.681411 -2.030483 1.254426 -1.29 -1.18 1.58
H 1.535689 -0.515032 -1.910462 -1.59 -0.18 0.66
H 1.446709 -0.567914 -0.156280 0.56 -0.48 0.94
H -0.374113 1.163822 0.236908 0.73 -0.90 -1.81
H -0.367951 1.317444 -1.566409 -0.59 0.78 -0.84
H -1.550947 -1.027546 -1.847830 1.23 1.12 1.24
H -2.144313 -0.368528 -0.279749 1.58 -0.24 -0.94
H 0.030704 -2.850963 -1.943922 -0.41 1.32 -1.47
H 0.433337 -3.646843 -0.633147 1.14 -2.37 2.14
H -0.788181 -1.340617 3.213718 -0.17 -0.47 0.60
H -0.290751 -0.082239 2.045239 -0.41 -0.57 -0.41
H -1.039412 -3.019253 1.434181 0.14 -0.83 1.12
H 1.796537 2.070633 -0.577764 0.41 -0.94 -0.36
H 1.907225 2.685304 1.038199 -0.05 0.48 -0.46
O 1.533429 3.126521 0.250569 0.32 -0.67 0.64
H 0.178961 3.212979 0.714613 -0.80 0.24 -0.48
H -1.501799 3.138326 0.261679 2.39 0.50 2.22
O -0.839024 3.306579 1.043101 -1.90 -0.47 -1.78
```
Positions in Å, forces in eV/Å.

Summary:
HOMO in hartree: -0.166
Energy relative to the best compared isomer or geometry (same formula, charge and spin) in kcal/mol: 0.0
2S+1: 1
DFT total energy in eV: -13642.5586
Kohn-Sham gap in Ha: 0.288
E_LUMO in Eh: 0.1223
Charge: -1

How is the electron density shared among the atoms? According to Löwdin, the charges in e are: number 1, C, carries -0.363; number 2, O, carries -0.206; number 3, C, carries -0.149; number 4, C, carries -0.168; number 5, C, carries -0.380; number 6, C, carries 0.047; number 7, C, carries 0.042; number 8, C, carries -0.198; number 9, H, carries 0.122; number 10, H, carries 0.079; number 11, H, carries 0.097; number 12, H, carries 0.090; number 13, H, carries 0.124; number 14, H, carries 0.126; number 15, H, carries 0.049; number 16, H, carries 0.025; number 17, H, carries 0.042; number 18, H, carries 0.078; number 19, H, carries 0.105; number 20, H, carries 0.023; number 21, H, carries -0.003; number 22, O, carries -0.310; number 23, H, carries -0.051; number 24, H, carries 0.043; number 25, O, carries -0.264

# 3
This record from the Open Molecules 2025 dataset describes C16H35I2N4O7S2 as an isolated structure. The level of theory is ωB97M-V/def2-TZVPD.

```
66
Properties=species:S:1:pos:R:3:forces:R:3
C -3.006097 -3.457719 -0.015496 0.01 0.02 0.03
C -1.542244 -3.681004 -0.224137 -0.02 -0.04 0.22
I -0.267868 -2.183027 0.408970 0.17 0.11 -0.08
C -1.001123 -4.787278 -0.735882 -0.02 -0.16 -0.26
I -2.129622 -6.435849 -1.300271 -0.04 0.01 -0.16
S 0.770921 -4.923728 -0.850648 -0.10 0.05 0.29
O 1.027517 -6.390933 -1.399728 0.12 -0.06 0.20
S 1.463921 -3.775307 -2.685668 -0.08 -0.03 -0.30
C -0.013527 -3.395769 -3.567180 -0.06 -0.11 -0.01
O 2.171690 -4.828367 -3.333143 -0.04 -0.10 -0.16
O 2.094844 -2.599105 -2.210434 0.06 0.13 0.21
H -3.191332 -2.497343 0.458577 0.00 0.02 -0.02
H -3.529710 -3.493906 -0.974036 -0.01 -0.01 0.02
H -3.413653 -4.248591 0.617986 -0.01 -0.02 -0.02
H 0.550743 -6.620338 -2.218696 0.00 0.03 0.00
H 0.320103 -2.732055 -4.367094 -0.06 0.02 0.02
H -0.418139 -4.318975 -3.976381 -0.01 0.01 0.00
H -0.721685 -2.898578 -2.910493 0.05 0.13 0.02
C -2.016770 1.388447 1.642628 -0.15 0.06 0.04
O -1.976112 0.160218 1.596528 0.07 0.00 -0.05
N -1.048809 2.156781 2.150750 0.00 -0.01 -0.02
C -1.158238 3.608576 2.188357 -0.02 0.00 -0.01
C 0.142033 1.525665 2.685667 -0.01 -0.02 0.00
H -2.876493 1.963572 1.266824 0.01 0.00 -0.02
H -0.353709 4.078337 1.624776 -0.02 0.03 0.00
H -1.119980 3.961793 3.220246 -0.01 0.01 0.00
H -2.105290 3.912537 1.744854 0.01 0.00 -0.01
H 0.661378 0.955965 1.911531 0.01 0.02 0.00
H -0.109348 0.841643 3.497142 0.00 0.00 0.00
H 0.809562 2.297946 3.059249 0.00 -0.01 0.01
C 0.503192 6.280014 -0.701478 -0.02 0.11 0.01
O -0.042965 6.133584 0.376311 0.06 -0.10 -0.01
N 1.838163 6.260272 -0.885488 -0.01 -0.04 0.01
C 2.439713 6.454856 -2.187116 0.00 0.01 0.01
C 2.691341 6.053903 0.271377 -0.01 0.02 0.00
H -0.061739 6.455488 -1.631600 0.00 -0.02 0.00
H 3.033923 5.586405 -2.478983 -0.01 0.00 0.00
H 3.086874 7.333857 -2.192510 -0.01 0.01 0.00
H 1.654932 6.601684 -2.927175 0.01 0.00 -0.01
H 2.479850 5.092764 0.742026 0.01 0.00 -0.01
H 2.527318 6.832533 1.016438 0.00 0.00 0.00
H 3.730229 6.075359 -0.049472 0.00 0.00 0.01
C -5.390299 4.068352 1.920109 -0.03 0.07 -0.03
O -4.731099 4.022988 0.896753 0.09 -0.14 0.07
N -6.252171 3.110780 2.313059 0.03 -0.02 0.01
C -7.019291 3.219473 3.536214 0.00 0.00 -0.01
C -6.417538 1.940683 1.469393 0.00 0.01 -0.01
H -5.337010 4.918367 2.619879 0.00 0.00 0.00
H -6.791434 2.396028 4.215819 0.01 0.01 0.00
H -8.090714 3.211804 3.327970 0.00 0.01 0.00
H -6.772237 4.155781 4.033284 -0.01 0.00 0.01
H -5.472411 1.407382 1.355696 0.00 -0.01 0.01
H -6.761658 2.227267 0.475372 0.00 0.00 0.00
H -7.148922 1.279090 1.927933 0.00 0.00 -0.01
C 7.421750 -5.905992 -1.918691 0.02 0.01 0.01
O 8.538346 -5.766558 -1.470616 -0.03 0.00 -0.01
N 6.300519 -5.449463 -1.310528 0.01 -0.02 -0.01
C 4.987116 -5.631715 -1.878931 0.09 0.02 0.10
C 6.446398 -4.754069 -0.044390 0.00 0.00 0.00
H 7.218101 -6.421954 -2.872773 0.00 0.00 0.00
H 4.509191 -4.667984 -2.068697 0.00 0.00 -0.02
H 4.351502 -6.218972 -1.208352 -0.04 0.00 -0.03
H 5.068617 -6.164285 -2.825087 -0.01 0.01 -0.01
H 7.073796 -3.869730 -0.158411 0.00 0.00 0.00
H 6.914530 -5.398415 0.700059 -0.01 0.00 0.00
H 5.461124 -4.453189 0.307806 0.01 0.00 0.01
```
Positions in Å, forces in eV/Å.

Summary:
HOMO in hartree: -0.401
2S+1: 1
DFT total energy in eV: -75315.0475
Kohn-Sham gap in Ha: 0.233
E_LUMO in Eh: -0.1677
Charge: +1

How is the electron density shared among the atoms? According to Löwdin, the charges in e are: number 1, C, carries -0.153; number 2, C, carries -0.881; number 3, I, carries 1.221; number 4, C, carries -1.064; number 5, I, carries 1.087; number 6, S, carries 0.889; number 7, O, carries -0.397; number 8, S, carries 0.522; number 9, C, carries -0.122; number 10, O, carries -0.293; number 11, O, carries -0.307; number 12, H, carries 0.066; number 13, H, carries 0.091; number 14, H, carries 0.087; number 15, H, carries 0.045; number 16, H, carries 0.099; number 17, H, carries 0.083; number 18, H, carries 0.064; number 19, C, carries -0.339; number 20, O, carries -0.137; number 21, N, carries -0.181; number 22, C, carries -0.030; number 23, C, carries -0.040; number 24, H, carries 0.126; number 25, H, carries 0.068; number 26, H, carries 0.097; number 27, H, carries 0.079; number 28, H, carries 0.076; number 29, H, carries 0.094; number 30, H, carries 0.090; number 31, C, carries -0.343; number 32, O, carries 0.005; number 33, N, carries -0.199; number 34, C, carries -0.060; number 35, C, carries -0.040; number 36, H, carries 0.135; number 37, H, carries 0.089; number 38, H, carries 0.092; number 39, H, carries 0.083; number 40, H, carries 0.086; number 41, H, carries 0.095; number 42, H, carries 0.087; number 43, C, carries -0.350; number 44, O, carries -0.001; number 45, N, carries -0.197; number 46, C, carries -0.057; number 47, C, carries -0.039; number 48, H, carries 0.136; number 49, H, carries 0.090; number 50, H, carries 0.091; number 51, H, carries 0.084; number 52, H, carries 0.081; number 53, H, carries 0.094; number 54, H, carries 0.087; number 55, C, carries -0.349; number 56, O, carries 0.030; number 57, N, carries -0.200; number 58, C, carries -0.072; number 59, C, carries -0.042; number 60, H, carries 0.133; number 61, H, carries 0.069; number 62, H, carries 0.087; number 63, H, carries 0.088; number 64, H, carries 0.094; number 65, H, carries 0.095; number 66, H, carries 0.080